Formula: C6H18N6O12
Source: the OMol25 dataset
Level of theory: wB97M-V/def2-TZVPD

Calculated values
- Charge: 0
- Lowest unoccupied orbital energy: -0.6 eV
- Structure (SMILES): C[N+](=O)[O-].C[N+](=O)[O-].C[N+](=O)[O-].C[N+](=O)[O-].C[N+](=O)[O-].C[N+](=O)[O-]
- HOMO level: -10.937 eV
- Energy above the lowest of the compared OMol25 structures with the same formula, charge and spin: 31.94 kcal/mol

Structure (XYZ):
```
42
Properties=species:S:1:pos:R:3:forces:R:3
C 6.01259 26.51182 26.83882 0.61 -1.75 -0.28
N 4.81877 26.95803 27.57056 0.03 0.47 0.44
O 4.64518 28.14252 27.57555 -0.27 1.56 -0.15
O 4.10633 26.17668 28.16272 0.26 -0.75 -0.27
H 6.00519 25.42875 26.96132 0.22 0.06 -0.27
H 6.94013 26.90489 27.25507 -0.43 0.28 0.30
H 5.98424 26.78630 25.78433 -0.41 0.15 0.22
C 2.97140 27.06149 18.29841 -0.91 1.11 0.59
N 2.61371 27.59151 16.97123 1.33 1.13 -3.68
O 2.11490 28.71621 16.82022 0.27 -1.66 1.30
O 2.96819 26.92571 15.97785 -0.71 0.37 1.89
H 3.83612 26.39927 18.25561 -0.59 -0.16 -0.13
H 2.00418 26.71610 18.66349 0.41 -0.82 0.23
H 3.15833 27.92795 18.93276 0.16 -0.11 -0.19
C -0.18379 25.47078 22.40518 -1.89 -0.12 0.40
N 0.95821 26.17497 21.90897 4.40 -3.63 1.26
O 2.01833 25.64399 22.34125 -1.04 1.20 -0.01
O 0.96995 26.92160 21.00551 -1.11 2.31 -1.66
H -0.14580 24.49233 21.92631 -0.11 0.13 -0.06
H -1.08286 26.01490 22.11588 -0.01 -0.16 0.26
H -0.05264 25.31168 23.47550 -0.20 0.25 -0.19
C 8.72232 22.74227 19.66218 -0.56 -0.94 1.73
N 9.01575 22.40853 21.09889 3.35 -1.25 1.50
O 10.13122 21.83124 21.32099 -3.01 1.27 -0.79
O 8.30020 22.81557 21.98859 -0.19 -0.20 -0.65
H 7.63772 22.85062 19.66574 0.22 0.67 -0.44
H 8.98340 21.83617 19.11545 0.46 0.60 -0.29
H 9.34383 23.63584 19.60417 -0.36 -0.06 -1.07
C 5.38241 29.41095 20.13243 0.77 0.83 -0.53
N 5.63482 29.48357 21.61870 -1.49 -1.85 -0.26
O 5.01254 28.60853 22.25913 1.12 1.51 -0.39
O 6.44018 30.26872 22.04417 -0.35 -0.21 0.09
H 6.02037 28.60357 19.77292 -0.13 -0.08 0.06
H 5.72651 30.34348 19.68512 0.12 -0.06 0.21
H 4.34983 29.26545 19.81507 0.10 -0.16 0.87
C 5.54854 25.38201 22.31706 -0.65 -0.92 -0.28
N 6.29373 25.72193 21.08009 0.41 1.19 -1.18
O 5.73939 25.58617 19.98624 0.18 -0.28 1.05
O 7.40654 26.21938 21.18660 -0.66 -0.55 0.32
H 4.55927 25.04413 22.00836 0.00 0.46 -0.01
H 5.50107 26.25823 22.96366 0.23 -0.20 -0.15
H 6.01724 24.49698 22.74734 0.43 0.38 0.22
```
Forces are in eV/Å.

=====

Formula: C6H18N6O8Zn
Source: the OMol25 dataset
Level of theory: wB97M-V/def2-TZVPD

Calculated values
- Charge: +1
- Lowest unoccupied orbital energy (alpha / beta): -2.5 / -2.9 eV
- Spin multiplicity: 2
- HOMO level (alpha / beta): -11.754 / -12.106 eV

Structure (XYZ):
```
39
Properties=species:S:1:pos:R:3:forces:R:3
Zn 3.93194 -15.41361 18.81073 0.27 0.00 1.83
C 4.63620 -17.26506 21.27157 -0.76 1.21 -1.41
O 4.31044 -16.89985 22.36360 -1.75 2.45 5.99
O 4.38267 -16.62621 20.27480 -0.20 1.68 -3.90
O 5.15397 -18.33919 21.33168 3.00 -5.63 -0.48
C 1.89550 -17.63172 18.22178 0.68 -0.90 0.37
O 2.60626 -16.66412 18.12496 0.54 1.04 -1.45
N 2.34928 -18.86452 18.39600 1.89 -2.20 0.00
N 0.58910 -17.57270 18.24306 -3.42 -0.25 -0.18
H 3.33174 -19.05884 18.26521 -0.05 0.39 0.37
H 1.79458 -19.70849 18.40763 -0.18 0.45 -0.02
H 0.08087 -16.89271 17.69587 0.27 0.07 0.28
H 0.18719 -18.49874 18.27494 -0.65 0.46 -0.11
C 5.63937 -12.90852 19.86547 -1.11 -1.65 -1.54
O 5.35223 -14.03450 19.38555 1.57 1.53 -0.01
N 6.34623 -11.90949 19.28714 0.13 -0.81 -0.63
N 5.11949 -12.48712 20.99805 -0.47 0.86 1.84
H 6.27781 -11.04178 19.79950 0.85 0.11 -1.02
H 6.83847 -12.06982 18.41990 -0.13 0.48 0.27
H 4.84748 -13.11916 21.73740 -0.09 0.12 -0.22
H 5.44677 -11.55331 21.20048 -0.53 -0.43 1.22
C 1.67569 -14.57592 20.78885 -0.09 -0.63 2.71
O 2.42512 -14.73550 19.87212 1.00 0.77 -2.71
N 0.40777 -14.32731 20.69208 -4.61 1.25 -1.26
N 2.06548 -14.74473 22.04718 1.27 0.04 1.17
H -0.23860 -14.33697 21.46811 0.55 -0.11 0.07
H -0.08123 -14.18990 19.81909 0.63 0.00 -0.07
H 1.50841 -14.46196 22.84079 0.33 -0.41 -0.17
H 2.92912 -15.26448 22.11120 0.17 -0.11 0.78
C 4.56994 -14.18080 16.38041 2.07 2.08 -1.94
C 5.16058 -15.56211 16.28132 -4.01 1.91 -4.99
O 5.18026 -16.20088 17.43387 3.24 -2.01 2.91
O 3.47654 -14.16505 17.21114 -1.07 -0.31 0.78
H 4.27458 -13.79638 15.40415 -0.09 -0.67 -0.50
H 5.30653 -13.41725 16.63047 0.29 -0.03 0.87
H 5.98912 -15.62853 15.57619 0.42 0.15 0.59
H 4.32006 -16.07522 15.81405 -0.05 -0.13 -1.41
H 5.97444 -16.72003 17.28770 0.13 -0.79 1.75
H 2.99976 -13.33363 17.15617 -0.01 0.02 0.20
```
Forces are in eV/Å.